[1]
# C20H60FIInN4O8

A molecular structure, C20H60FIInN4O8 at a distorted geometry (the ωB97M-V functional and the def2-TZVPD basis, OMol25).

Properties
Kohn-Sham gap, eV: 4.1
LUMO level, eV: -7.425

```
! wB97M-V def2-TZVPD RIJCOSX def2/J DEFGRID3
* xyz 1 1
In -18.8583 -30.9621 -26.1494
I -18.0510 -34.2135 -23.8556
F -17.3966 -28.3461 -26.7799
C -22.7502 -33.9306 -24.9625
C -21.7888 -32.9608 -25.6389
C -22.3746 -32.3164 -26.9982
O -21.3489 -31.6582 -27.6354
C -21.6527 -31.0226 -28.8540
N -21.3543 -31.9584 -24.6977
H -22.2451 -34.4410 -24.1424
H -23.1731 -34.7271 -25.5747
H -23.6676 -33.4602 -24.6087
H -20.9662 -33.5834 -25.9908
H -23.2418 -31.7278 -26.6986
H -22.6967 -33.1447 -27.6291
H -20.7753 -30.7036 -29.4166
H -22.3695 -30.2015 -28.8461
H -22.0720 -31.7975 -29.4957
H -21.0920 -32.3760 -23.8162
H -22.1497 -31.3591 -24.5296
C -22.6886 -28.5964 -26.1794
C -21.3007 -27.8980 -25.9685
C -20.7615 -27.8633 -24.5471
O -20.4063 -29.1696 -24.0499
C -20.5934 -29.2285 -22.6180
N -20.3359 -28.3852 -26.9582
H -23.4490 -27.9362 -25.7619
H -22.7727 -29.6066 -25.7788
H -22.8987 -28.7483 -27.2381
H -21.4453 -26.8487 -26.2257
H -21.4859 -27.3662 -23.9018
H -19.8899 -27.2246 -24.4041
H -19.8530 -28.5472 -22.1988
H -20.3028 -30.2200 -22.2707
H -21.6384 -29.0410 -22.3709
H -20.7628 -28.2351 -27.8612
H -19.4680 -27.8704 -27.0009
C -17.0524 -29.3982 -30.9236
C -17.5256 -30.3622 -29.8436
C -16.3378 -30.9784 -29.0638
O -16.8074 -32.0567 -28.1909
C -15.9035 -33.1457 -27.8975
N -18.4045 -29.6947 -28.9732
H -16.4740 -29.9626 -31.6551
H -16.2818 -28.8028 -30.4340
H -17.7970 -28.7478 -31.3827
H -18.0783 -31.1602 -30.3394
H -15.7937 -30.2258 -28.4932
H -15.6412 -31.3896 -29.7943
H -16.3697 -33.9799 -27.3732
H -15.1524 -32.7162 -27.2345
H -15.2580 -33.6021 -28.6479
H -19.1127 -29.2197 -29.5143
H -17.8685 -29.0269 -28.4376
C -13.9711 -29.4055 -24.2518
C -15.2793 -30.1642 -24.2219
C -16.3520 -29.3768 -23.4962
O -17.4670 -30.3034 -23.2920
C -17.4090 -30.6635 -21.9147
N -15.7440 -30.5128 -25.5824
H -13.1343 -29.9420 -24.6991
H -13.6526 -29.1916 -23.2316
H -13.9773 -28.4414 -24.7602
H -15.2657 -31.0545 -23.5931
H -16.6946 -28.6287 -24.2111
H -16.0550 -28.8711 -22.5774
H -16.4057 -30.9890 -21.6399
H -18.0283 -31.5257 -21.6671
H -17.7035 -29.7890 -21.3345
H -15.8009 -29.5948 -25.9998
H -14.8578 -30.7108 -26.0246
C -19.3255 -34.0843 -29.0845
O -19.2423 -33.7377 -27.6881
H -19.9972 -33.3454 -29.5214
H -18.3821 -34.0647 -29.6301
H -19.8239 -35.0443 -29.2190
H -19.2260 -34.5932 -27.2528
C -13.9445 -34.2181 -24.2481
O -14.7985 -34.4552 -25.3057
H -14.0742 -35.0089 -23.5093
H -12.9677 -34.2863 -24.7271
H -13.9041 -33.2508 -23.7473
H -15.6557 -34.3549 -24.8853
C -18.8684 -25.0974 -27.4263
O -17.8614 -25.6072 -26.4540
H -19.8514 -25.5227 -27.2245
H -18.8403 -24.0104 -27.3500
H -18.6704 -25.3688 -28.4632
H -17.6189 -26.5173 -26.6395
C -14.8870 -26.3226 -27.9356
O -14.9126 -27.7551 -27.7310
H -14.6509 -25.9828 -26.9271
H -14.1106 -26.0596 -28.6541
H -15.9007 -26.0326 -28.2118
H -15.7199 -27.9948 -27.2701
*
```

=====

[2]
# C20H60MnNO13

A molecular structure, C20H60MnNO13 at a distorted geometry (the ωB97M-V functional and the def2-TZVPD basis, OMol25).

Properties
Energy relative to the best compared isomer or geometry (same formula, charge and spin), kcal/mol: 32.3
⟨S²⟩: 12.01
Kohn-Sham gap (alpha / beta), eV: 8.5 / 3.6
LUMO level (alpha / beta), eV: -5.469 / -10.438

```
! wB97M-V def2-TZVPD RIJCOSX def2/J DEFGRID3
* xyz 2 7
Mn 1.7243 -1.3849 -1.9290
N 0.0247 -0.1809 0.6590
O 0.6279 -0.5450 -0.2966
O 0.5091 -0.4321 1.7490
O -0.8781 0.6450 0.4984
C -4.3471 1.1959 -1.2597
C -4.7286 2.1619 -2.3347
O -6.1039 2.2522 -2.2584
H -4.9133 1.4737 -0.3707
H -3.3243 1.3488 -0.9156
H -4.6494 0.2353 -1.6770
H -4.4478 1.8749 -3.3481
H -4.2989 3.1636 -2.3294
H -6.2132 2.7787 -1.4631
C 5.4687 -0.5429 0.7847
C 3.9381 -0.6730 0.6195
O 3.5955 -1.4721 -0.5452
H 5.8318 -1.5676 0.8629
H 5.7925 -0.0350 1.6931
H 5.8838 -0.0776 -0.1094
H 3.3657 0.2545 0.6314
H 3.5898 -1.1580 1.5314
H 4.3274 -2.0784 -0.6804
C -1.1697 4.3578 1.8903
C -2.5982 3.6288 1.7767
O -2.4766 2.2775 2.1818
H -1.3434 5.3313 1.4318
H -0.4425 3.7543 1.3472
H -0.8699 4.5840 2.9136
H -2.9541 3.6682 0.7471
H -3.2527 4.2582 2.3797
H -2.1943 1.7193 1.4535
C 1.5778 -5.5432 -1.4143
C 0.5607 -4.3977 -1.5633
O 1.0414 -3.1708 -1.0079
H 1.5509 -5.9350 -0.3975
H 2.5794 -5.2869 -1.7597
H 1.2077 -6.2693 -2.1382
H -0.4200 -4.6482 -1.1588
H 0.3572 -4.0789 -2.5856
H 1.0969 -3.2412 -0.0521
C -2.1800 -0.4326 -3.9055
C -1.2675 -0.5104 -2.7043
O -0.1501 -1.3293 -3.0865
H -2.4345 -1.3755 -4.3894
H -1.6672 0.1724 -4.6533
H -3.1346 -0.0808 -3.5142
H -1.8675 -0.7948 -1.8398
H -0.9040 0.4822 -2.4384
H -0.2235 -1.6308 -3.9949
C -0.6281 3.3689 -1.3632
C -0.9925 3.8785 -2.7737
O 0.0853 4.4450 -3.4156
H 0.2496 2.7250 -1.4186
H -1.5038 2.9406 -0.8754
H -0.3228 4.2239 -0.7600
H -1.7755 4.6220 -2.9227
H -1.4307 3.0268 -3.2939
H 0.3082 5.2991 -3.0381
C -4.2131 -0.7369 1.7576
C -5.1121 -0.3507 2.9264
O -5.5967 0.9592 2.7766
H -4.7645 -0.8411 0.8231
H -3.6652 -1.6576 1.9583
H -3.3804 -0.0554 1.5836
H -4.6706 -0.4852 3.9138
H -5.9940 -0.9912 2.9087
H -5.6866 1.3079 3.6665
C 1.0281 -5.0746 3.0044
C 2.1091 -4.1376 2.3202
O 1.4183 -3.1163 1.6578
H 0.2371 -4.4802 3.4619
H 1.5879 -5.6868 3.7115
H 0.6017 -5.6175 2.1609
H 2.6542 -4.7617 1.6120
H 2.7611 -3.7340 3.0948
H 1.0837 -2.4909 2.3047
C 4.2285 1.2591 -3.2294
C 3.1778 1.5393 -2.1758
O 2.0549 0.7039 -2.3093
H 5.0403 1.9845 -3.2821
H 3.6881 1.2624 -4.1760
H 4.8329 0.3692 -3.0537
H 2.9459 2.6042 -2.1553
H 3.5882 1.1923 -1.2275
H 1.7177 0.9347 -3.1780
C 3.1996 0.9820 3.5576
C 2.8021 -0.1160 4.5294
O 1.4387 -0.1997 4.5878
H 4.2728 1.0190 3.3706
H 2.9988 1.9160 4.0826
H 2.6722 1.0258 2.6047
H 3.3947 -0.1297 5.4441
H 3.1765 -0.9951 4.0048
H 1.1855 -0.6760 3.7937
*
```